(1)
Here is a cluster of 2 separate species, C2H8N2O in total at a distorted geometry from the OMol25 dataset. Energies are from ωB97M-V with the def2-TZVPD basis set.

```
13
Properties=species:S:1:pos:R:3:lowdin_charge:R:1
C 1.01 0.01 -1.37 0.019
N 0.63 0.75 -0.38 -0.413
C 1.18 0.60 1.01 -0.001
O -0.22 1.71 -0.56 -0.145
H 0.50 0.38 -2.46 0.169
H 1.76 -0.76 -1.16 0.080
H 1.18 -0.41 1.24 0.047
H 2.20 1.02 1.11 0.097
H 0.32 1.01 1.65 0.125
N -1.99 -1.13 0.36 0.006
H -1.98 -0.08 0.38 0.028
H -2.65 -1.70 0.82 -0.019
H -1.95 -1.41 -0.63 0.006
```

As for the SMILES: C=[N+](C)[O-].N. The orbital gap is 9.6719 eV. As for the multiplicity: 1. The LUMO energy comes out at 0.898 eV. The energy above the lowest of the compared OMol25 structures with the same formula, charge and spin comes out at 95.9 kcal per mole.



(2)
Here is a cluster of 3 separate species, C4H10O in total from the OMol25 dataset. Energies are from ωB97M-V with the def2-TZVPD basis set.

```
15
Properties=species:S:1:pos:R:3:lowdin_charge:R:1
H -0.30 0.96 2.93 0.043
H 0.28 0.73 2.52 0.022
C 0.96 -1.77 -0.92 -0.062
C 0.79 -1.09 0.42 -0.357
O 1.60 -0.31 0.88 -0.011
H 0.01 -1.75 -1.47 0.069
H 1.75 -1.28 -1.49 0.084
H 1.22 -2.82 -0.76 0.083
H -0.12 -1.36 0.98 0.111
C -1.78 1.32 -0.06 -0.078
C -1.00 1.08 -1.11 -0.096
H -2.80 0.95 -0.01 0.050
H -1.42 1.89 0.80 0.033
H -1.35 0.52 -1.97 0.050
H 0.03 1.45 -1.15 0.058
```

As for the SMILES: [H][H].CC=O.C=C. The orbital gap is 11.0322 eV. As for the multiplicity: 1. The LUMO energy comes out at 1.119 eV. The energy above the lowest of the compared OMol25 structures with the same formula, charge and spin comes out at 54.4 kcal per mole.



(3)
Here is the molecule C4H5FS3 at a distorted geometry from the OMol25 dataset. Energies are from ωB97M-V with the def2-TZVPD basis set.

```
13
Properties=species:S:1:pos:R:3:lowdin_charge:R:1
C 1.19 2.17 1.94 -0.398
S -0.14 0.93 1.34 0.797
C 0.24 0.35 -0.29 -1.133
S 1.48 0.94 -1.24 0.655
C -0.76 -0.77 -0.36 -0.880
S -2.38 -0.57 -0.29 0.755
C -0.23 -2.22 -0.87 -0.113
F 1.22 -2.22 -0.43 -0.155
H 1.18 1.99 3.24 0.102
H 0.86 3.43 1.86 0.119
H 2.23 1.95 1.71 -0.013
H -0.95 -3.07 -0.40 0.144
H -0.30 -2.26 -1.99 0.121
```

As for the SMILES: CSC(=S)C(=S)CF. The orbital gap is 7.2802 eV. As for the multiplicity: 1. The LUMO energy comes out at -1.541 eV. The energy above the lowest of the compared OMol25 structures with the same formula, charge and spin comes out at 76.2 kcal per mole.



(4)
Here is a structure of composition C30H30N7NiO4S2 at a distorted geometry from the OMol25 dataset. Energies are from ωB97M-V with the def2-TZVPD basis set.

```
74
Properties=species:S:1:pos:R:3:lowdin_charge:R:1
Ni -0.15 0.49 0.47 0.520
C -0.50 3.52 -0.66 -0.161
N -0.86 2.47 0.27 -0.037
C -1.72 2.72 1.19 -0.069
C -2.17 1.65 2.05 -0.317
C -3.27 1.51 2.89 -0.083
C -3.20 0.21 3.39 -0.109
C -1.98 -0.32 2.91 -0.205
N -1.34 0.54 2.16 -0.056
C -1.70 3.92 -1.53 -0.195
C -1.99 5.26 -1.73 -0.034
C -2.95 5.59 -2.73 -0.098
C -3.64 4.62 -3.39 -0.094
C -3.39 3.27 -3.07 -0.091
C -2.45 2.93 -2.20 -0.054
H 0.24 3.12 -1.32 0.092
H -0.13 4.40 -0.13 0.120
H -2.22 3.72 1.20 0.148
H -4.03 2.31 2.94 0.106
H -3.82 -0.32 4.14 0.090
H -1.63 -1.30 3.17 0.093
H -1.54 6.01 -1.08 0.103
H -3.09 6.60 -2.93 0.071
H -4.32 4.80 -4.21 0.098
H -3.96 2.46 -3.55 0.122
H -2.32 1.92 -1.83 0.098
N 2.30 -5.38 -2.31 0.094
C 1.56 -4.21 -2.62 -0.298
C 0.44 -3.99 -1.88 -0.042
C -0.26 -2.80 -2.04 -0.069
C 0.23 -1.83 -2.90 -0.320
C 1.33 -2.04 -3.70 -0.054
C 2.01 -3.28 -3.60 0.001
S -0.58 -0.29 -2.85 0.598
O -1.96 -0.51 -2.47 -0.326
O -0.38 0.46 -4.07 -0.305
N 0.10 0.43 -1.55 -0.145
C 1.38 0.85 -1.52 -0.488
N 2.22 0.81 -2.53 0.144
C 3.50 1.01 -2.29 -0.142
C 3.98 1.41 -1.08 -0.060
C 3.02 1.52 -0.03 -0.091
N 1.71 1.29 -0.24 0.056
H 2.04 -5.72 -1.42 0.053
H 3.30 -5.30 -2.42 0.079
H 0.08 -4.70 -1.11 0.115
H -1.14 -2.56 -1.45 0.108
H 1.68 -1.22 -4.26 0.087
H 2.85 -3.46 -4.22 0.086
H 4.13 0.86 -3.15 0.101
H 5.00 1.76 -0.81 0.100
H 3.38 1.82 0.96 0.102
S 1.07 -1.64 0.99 0.621
C 0.43 -3.24 1.26 -0.699
C -0.92 -3.63 1.18 -0.157
C -1.31 -4.95 1.45 -0.101
C -0.39 -5.92 1.86 -0.125
C 0.94 -5.59 1.94 -0.139
C 1.36 -4.32 1.55 -0.143
H -1.75 -2.86 1.11 0.115
H -2.36 -5.18 1.46 0.088
H -0.65 -6.93 2.03 0.074
H 1.73 -6.26 2.23 0.087
H 2.46 -4.12 1.47 0.097
N 1.58 0.88 3.24 -0.008
C 1.20 1.46 4.53 -0.162
C 1.67 2.85 4.65 -0.520
O 2.57 3.27 3.71 0.076
O 1.44 3.64 5.56 0.065
H 0.79 0.42 2.78 -0.017
H 2.27 0.10 3.23 0.083
H 2.44 2.60 3.02 0.053
H 1.52 0.88 5.43 0.143
H 0.11 1.51 4.47 0.127
```

The total charge is -1. The orbital gap (alpha / beta) is 7.3220 / 7.2349 eV. As for the multiplicity: 3. The LUMO energy (alpha / beta) comes out at 2.537 / 2.489 eV. The energy above the lowest of the compared OMol25 structures with the same formula, charge and spin comes out at 19.6 kcal per mole.



(5)
Here is a cluster of 3 separate species, C18H41NO10S in total at a distorted geometry from the OMol25 dataset. Energies are from ωB97M-V with the def2-TZVPD basis set.

```
71
Properties=species:S:1:pos:R:3:lowdin_charge:R:1
N 4.39 2.72 3.59 -0.001
C 2.92 2.60 3.41 -0.264
C 2.33 3.88 2.78 -0.187
C 1.38 4.70 3.65 -0.193
C -0.06 4.20 3.73 -0.144
C -0.26 2.77 4.21 -0.322
C -1.73 2.41 4.54 -0.087
O -2.24 1.69 3.39 -0.173
S -1.12 1.35 2.34 0.579
O -0.99 -0.04 2.11 -0.218
O -1.23 2.23 1.23 -0.217
O 0.13 1.80 3.25 -0.168
H 4.62 2.65 4.57 0.056
H 4.85 1.94 3.15 0.056
H 2.45 2.39 4.37 0.099
H 2.71 1.75 2.76 0.078
H 1.83 3.64 1.84 0.111
H 3.19 4.50 2.52 0.103
H 1.33 5.70 3.22 0.111
H 1.79 4.82 4.66 0.116
H -0.56 4.33 2.77 0.125
H -0.60 4.83 4.45 0.124
H 0.32 2.61 5.12 0.153
H -1.79 1.74 5.39 0.133
H -2.36 3.28 4.68 0.134
C 3.72 -6.33 -1.40 -0.116
O 3.08 -5.10 -1.17 -0.194
C 1.84 -5.01 -1.86 -0.209
C 1.02 -3.86 -1.34 -0.191
O 0.34 -4.14 -0.13 -0.129
C 1.10 -4.04 1.06 -0.178
C 1.29 -2.63 1.56 -0.199
O 2.33 -1.99 0.84 -0.186
C 2.30 -0.59 1.00 -0.107
H 3.94 -6.48 -2.46 0.087
H 4.66 -6.32 -0.85 0.087
H 3.11 -7.17 -1.04 0.088
H 1.27 -5.94 -1.75 0.129
H 2.04 -4.85 -2.93 0.128
H 0.23 -3.67 -2.07 0.120
H 1.63 -2.96 -1.25 0.126
H 2.07 -4.54 0.95 0.123
H 0.52 -4.58 1.82 0.127
H 1.55 -2.65 2.63 0.131
H 0.35 -2.08 1.44 0.108
H 1.37 -0.17 0.59 0.079
H 3.14 -0.17 0.45 0.092
H 2.38 -0.30 2.05 0.076
C -1.73 -1.23 -0.99 -0.101
O -2.52 -0.53 -1.92 -0.187
C -2.74 0.81 -1.53 -0.207
C -3.26 1.63 -2.69 -0.180
O -2.25 2.04 -3.59 -0.126
C -1.82 1.08 -4.54 -0.186
C -2.74 0.93 -5.73 -0.213
O -3.85 0.11 -5.41 -0.194
C -4.86 0.19 -6.38 -0.117
H -2.20 -1.25 0.00 0.084
H -1.63 -2.26 -1.34 0.080
H -0.73 -0.79 -0.90 0.087
H -1.81 1.26 -1.16 0.115
H -3.48 0.84 -0.71 0.131
H -3.67 2.56 -2.28 0.127
H -4.06 1.10 -3.20 0.123
H -1.65 0.11 -4.07 0.124
H -0.86 1.46 -4.91 0.126
H -2.18 0.48 -6.56 0.127
H -3.08 1.93 -6.04 0.128
H -5.26 1.21 -6.46 0.088
H -5.66 -0.48 -6.08 0.087
H -4.50 -0.12 -7.37 0.087
```

As for the SMILES: NCCCC[C@H]1COS(=O)(=O)O1.COCCOCCOC.COCCOCCOC. The orbital gap is 9.3582 eV. As for the multiplicity: 1. The LUMO energy comes out at 0.392 eV.



(6)
Here is a cluster of 2 separate species, C17H18F13INO7S2 in total at a distorted geometry from the OMol25 dataset. Energies are from ωB97M-V with the def2-TZVPD basis set.

```
59
Properties=species:S:1:pos:R:3:lowdin_charge:R:1
O -4.50 1.37 0.92 0.092
C -3.50 1.55 0.29 -0.540
O -3.14 2.79 -0.05 0.120
C -2.65 0.43 -0.30 -0.103
C -1.23 0.18 0.26 -0.090
C -0.91 -0.38 1.68 -0.300
C -0.44 0.75 2.64 -0.159
C -1.46 1.80 3.00 -0.736
O -1.63 2.81 2.48 0.098
I -2.63 1.42 4.84 0.747
C 0.32 -1.35 1.47 -0.236
C 1.67 -0.69 1.20 -0.114
C 2.48 -1.25 0.02 -0.033
C 2.38 -0.44 -1.26 -0.422
F 3.50 0.27 -1.49 0.150
F 1.34 0.45 -1.23 0.108
C 2.14 -1.33 -2.50 -0.325
F 3.16 -2.20 -2.60 0.149
F 1.01 -2.06 -2.29 0.115
C 1.99 -0.58 -3.90 -0.320
F 2.31 0.71 -3.79 0.167
F 2.85 -1.16 -4.76 0.156
C 0.61 -0.64 -4.65 -0.339
F 0.26 -1.93 -4.77 0.156
F 0.83 -0.15 -5.88 0.157
C -0.64 0.12 -4.10 -0.320
F -0.95 -0.34 -2.87 0.144
F -1.64 -0.21 -4.94 0.157
C -0.62 1.69 -4.02 -0.559
F 0.05 2.09 -2.96 0.200
F -0.09 2.22 -5.12 0.192
F -1.88 2.11 -3.91 0.179
C 0.27 -2.26 2.69 -0.062
N -1.19 -2.63 2.65 0.026
C -1.91 -1.32 2.48 -0.548
S -3.61 -1.73 2.03 0.831
H -2.23 2.84 -0.39 0.120
H -3.25 -0.49 -0.28 0.074
H -2.52 0.68 -1.36 0.107
H -0.75 -0.48 -0.47 0.093
H -0.66 1.12 0.19 0.137
H -0.05 0.33 3.57 0.118
H 0.43 1.33 2.24 0.066
H 0.05 -2.01 0.62 0.145
H 2.29 -0.79 2.10 0.137
H 1.53 0.39 1.14 0.087
H 2.19 -2.29 -0.20 0.120
H 3.54 -1.27 0.28 0.145
H 0.46 -1.75 3.64 0.149
H 0.89 -3.15 2.62 0.143
H -1.34 -3.24 1.85 0.160
H -1.54 -3.12 3.48 0.172
H -1.96 -0.92 3.49 0.023
H -4.14 -0.68 2.69 -0.117
O 2.74 3.07 4.13 -0.446
S 2.94 2.72 2.71 0.238
O 4.27 2.12 2.48 -0.454
O 2.68 3.86 1.81 -0.444
O 1.92 1.63 2.38 -0.508
```

The total charge is -1. The orbital gap is 3.7584 eV. As for the multiplicity: 1. The LUMO energy comes out at 0.718 eV.